a.
ORCA calculation (ωB97M-V/def2-TZVPD) on a structure of composition C5H12N2.

Geometry as XYZ:
```
19
Properties=species:S:1:pos:R:3
C -0.18967 0.21295 0.47050
C 1.73989 -1.01804 0.40368
C -2.19850 1.33790 -1.39084
C 2.30217 -0.50224 1.70493
N -1.80675 1.12673 -0.01695
C -0.04680 -0.59859 -0.63234
N -0.29566 -1.31846 -1.58163
H -2.58545 0.70312 0.48997
H -1.14792 -1.13415 -2.10856
H -0.55713 -0.22211 1.38936
H 0.39726 1.12072 0.50820
H 2.37827 -0.78536 -0.44893
H 1.55623 -2.09255 0.42807
H -2.55134 0.43634 -1.93360
H -1.36008 1.76464 -1.95522
H -3.01245 2.07358 -1.47966
H 1.64103 -0.72522 2.54775
H 3.27461 -0.95876 1.92911
H 2.46229 0.57951 1.67614
```

Properties
- E_HOMO (eV) = -7.10
- frontier orbital gap (eV) = 7.978
- molecular weight (g mol⁻¹) = 100.2
- E_LUMO (Eh) = 0.0323

Results of the Mulliken charge analysis, in e, for atoms 1 through 6: number 1, C, carries -0.489; number 2, C, carries -0.716; number 3, C, carries -0.820; number 4, C, carries -1.036; number 5, N, carries -0.568; number 6, C, carries 0.733

=====

b.
ORCA calculation (ωB97M-V/def2-TZVPD) on an isolated molecule of C5H12N2.

Geometry as XYZ:
```
19
Properties=species:S:1:pos:R:3
C -2.30222 -0.12321 0.94792
C -1.70429 -0.69529 -0.07498
C -0.73630 -0.03844 -1.54384
C 0.78603 -0.20275 -1.37373
N 1.18293 -0.77798 -0.07330
C 1.63968 0.15639 0.92158
N 0.89230 1.40605 1.07189
H -2.77416 -0.70191 1.74567
H -2.20624 0.96333 1.11686
H -1.56011 -1.77173 -0.22313
H -1.27212 0.87566 -1.29584
H -1.29914 -0.67300 -2.21303
H 1.22906 0.78297 -1.52501
H 1.09965 -0.83120 -2.22706
H 0.30814 -1.17347 0.23152
H 2.73265 0.23219 1.00200
H 1.53893 -0.42588 1.84448
H 1.47403 2.20162 0.83258
H 0.15497 1.41701 0.37656
```

Properties
- E_HOMO (eV) = -8.81
- frontier orbital gap (eV) = 9.918
- SMILES string = C=CCCNCN
- molecular weight (g mol⁻¹) = 100.2
- E_LUMO (Eh) = 0.0409

Results of the Mulliken charge analysis, in e, for atoms 1 through 6: number 1, C, carries -0.541; number 2, C, carries -0.550; number 3, C, carries -0.613; number 4, C, carries -0.641; number 5, N, carries -0.380; number 6, C, carries -0.496

=====

c.
ORCA calculation (ωB97M-V/def2-TZVPD) on a structure of composition C5H12N2.

Geometry as XYZ:
```
19
Properties=species:S:1:pos:R:3
C -0.69417 -0.98261 -0.36944
C -0.08200 -0.35934 2.30005
C 1.54472 1.79835 -0.35760
C -1.61120 0.00762 -1.06877
C 0.79057 0.90974 0.52936
N 0.48875 -1.30235 -1.18134
N 0.67029 0.61358 1.69064
H -1.28818 -1.89298 -0.17600
H 1.19677 -1.75559 -0.61606
H 0.25461 -1.94968 -1.93266
H 0.50594 -1.13695 2.78371
H -0.85503 0.03192 2.95949
H -0.51955 -0.83422 0.99022
H 2.41695 2.23544 0.13669
H 1.85018 1.22748 -1.23497
H 0.88920 2.60219 -0.69926
H -2.41309 0.33257 -0.40045
H -2.08496 -0.43448 -1.95532
H -1.05979 0.88930 -1.39829
```

Properties
- E_HOMO (spin up / spin down) (eV) = -7.24 / -7.24
- frontier orbital gap (spin up / spin down) (eV) = 7.887 / 7.887
- molecular weight (g mol⁻¹) = 100.2
- E_LUMO (spin up / spin down) (Eh) = 0.0236 / 0.0236

Results of the Mulliken charge analysis, in e, for atoms 1 through 6: number 1, C, carries -0.229; number 2, C, carries -0.634; number 3, C, carries -1.242; number 4, C, carries -1.103; number 5, C, carries 0.702; number 6, N, carries -0.554

=====

d.
ORCA calculation (ωB97M-V/def2-TZVPD) on an isolated molecule of C5H12N2.

Geometry as XYZ:
```
19
Properties=species:S:1:pos:R:3
C -0.28348 -0.87459 -2.36606
C -0.24075 -0.22444 -1.17256
C 0.84986 -0.69249 -0.16298
C 1.27945 0.39927 0.81371
N 1.85190 -0.22850 2.03284
N -1.11206 0.73041 -0.76920
C -1.97378 0.67904 0.47926
H 0.47005 -1.64597 -2.48084
H -0.89225 -0.56124 -3.20631
H 1.72618 -1.12034 -0.64009
H 0.47089 -1.59798 0.34000
H 2.09668 0.92905 0.31790
H 0.42641 1.04458 1.00834
H 1.01442 -0.51785 2.54206
H 2.21482 0.46790 2.67942
H -1.54834 1.18661 -1.55908
H -2.95746 0.54004 0.02224
H -1.97784 1.57252 1.09756
H -1.41470 -0.08603 1.02378
```

Properties
- E_HOMO (eV) = -7.75
- frontier orbital gap (eV) = 8.674
- SMILES string = C=C(CCN)NC
- molecular weight (g mol⁻¹) = 100.2
- E_LUMO (Eh) = 0.0340

Results of the Mulliken charge analysis, in e, for atoms 1 through 6: number 1, C, carries -1.154; number 2, C, carries 0.860; number 3, C, carries -0.947; number 4, C, carries -0.403; number 5, N, carries -0.683; number 6, N, carries -0.317

=====

Q: Which of them is the least stable? A: a.